Model P:
Below is a 15-piece molecular cluster, H30O15 overall, with properties calculated with ωB97M-V with the def2-TZVPD basis set.

## Properties
Net charge   0
Gap between HOMO and LUMO   9.2671 eV

CARTESIAN COORDINATES (ANGSTROEM)
O (-0.70, 5.67, -2.51)
H (-1.16, 5.23, -1.82)
H (-0.16, 6.35, -2.11)
O (0.21, 3.58, 1.42)
H (-0.53, 3.57, 2.04)
H (-0.25, 3.78, 0.61)
O (-2.22, 1.52, -3.93)
H (-2.15, 2.28, -4.54)
H (-1.41, 1.49, -3.34)
O (-1.81, 4.10, -0.46)
H (-2.48, 4.73, -0.22)
H (-2.12, 3.39, -0.97)
O (-0.55, -1.48, 0.68)
H (-0.44, -0.57, 0.66)
H (-0.52, -1.68, 1.64)
O (2.89, 0.95, -1.67)
H (3.56, 1.50, -2.08)
H (2.38, 1.59, -1.24)
O (1.11, 0.97, -4.08)
H (1.84, 0.89, -3.52)
H (0.75, 1.81, -3.96)
O (0.80, 3.68, -3.95)
H (0.12, 4.20, -4.32)
H (0.95, 4.19, -3.14)
O (-0.23, -0.94, -2.73)
H (0.09, -0.38, -3.43)
H (0.50, -1.04, -2.15)
O (1.92, -1.56, -1.19)
H (2.29, -0.70, -1.30)
H (2.31, -2.20, -1.82)
O (-0.50, 1.83, -2.00)
H (-0.08, 1.09, -1.60)
H (-0.06, 2.61, -1.64)
O (-3.62, 2.81, -2.19)
H (-3.01, 2.27, -2.75)
H (-3.45, 3.71, -2.45)
O (1.02, 1.21, 0.42)
H (0.70, 2.06, 0.71)
H (1.28, 0.80, 1.26)
O (-3.24, -0.44, -1.87)
H (-2.38, -0.24, -2.14)
H (-3.51, 0.25, -1.24)
O (1.72, 3.99, -1.13)
H (2.37, 3.47, -0.63)
H (2.09, 4.78, -1.58)

Mulliken atomic charge list, values in e, 2 entries: -0.632 0.387

***

Model Q:
Below is a 15-piece molecular cluster, H30O15 overall, with properties calculated with ωB97M-V with the def2-TZVPD basis set.

## Properties
Net charge   0
Gap between HOMO and LUMO   8.3221 eV

CARTESIAN COORDINATES (ANGSTROEM)
O (-3.20, 0.48, -2.02)
H (-2.38, 0.95, -2.30)
H (-3.35, 0.89, -1.15)
O (2.55, -0.44, -0.86)
H (2.35, 0.07, -0.10)
H (3.52, -0.56, -0.83)
O (0.90, 3.58, 0.36)
H (1.69, 4.11, 0.43)
H (1.35, 2.74, 0.47)
O (1.15, 1.80, -2.17)
H (1.71, 1.09, -1.83)
H (1.77, 2.50, -2.36)
O (0.63, -2.04, -2.14)
H (1.32, -1.47, -1.86)
H (0.94, -2.56, -2.86)
O (2.04, 1.20, 1.16)
H (1.49, 0.69, 1.74)
H (2.74, 1.59, 1.70)
O (-2.17, -1.96, -1.40)
H (-1.48, -1.77, -0.78)
H (-2.44, -1.05, -1.59)
O (-0.53, -0.33, 0.29)
H (0.08, -1.02, -0.03)
H (-0.41, 0.51, -0.12)
O (-0.69, 0.05, -2.89)
H (-0.14, 0.81, -2.72)
H (-0.27, -0.76, -2.55)
O (-0.99, 2.12, 2.31)
H (-0.82, 1.16, 2.44)
H (-0.15, 2.53, 2.54)
O (-1.40, 2.35, -0.59)
H (-0.61, 2.90, -0.57)
H (-1.56, 2.32, 0.33)
O (-3.20, -1.61, 1.11)
H (-3.00, -1.58, 0.21)
H (-2.45, -1.92, 1.62)
O (-0.69, -0.66, 2.89)
H (-0.36, -1.50, 3.09)
H (-0.72, -0.60, 1.89)
O (-0.39, -3.05, 0.82)
H (0.46, -3.28, 0.37)
H (-0.34, -3.65, 1.58)
O (2.22, -1.60, 1.77)
H (1.82, -1.96, 2.60)
H (2.99, -1.06, 2.01)

Mulliken atomic charge list, values in e, 2 entries: -0.753 0.353

***

Model R:
Below is a 15-piece molecular cluster, H30O15 overall, with properties calculated with ωB97M-V with the def2-TZVPD basis set.

## Properties
Net charge   0
Gap between HOMO and LUMO   7.8085 eV

CARTESIAN COORDINATES (ANGSTROEM)
H (-0.53, 0.68, 0.67)
H (0.77, -0.11, 0.35)
H (3.55, -3.41, -0.46)
H (4.75, -4.24, -0.11)
H (4.05, -1.78, -1.79)
H (4.34, -1.14, -3.12)
H (1.26, -1.72, -1.77)
H (0.41, -2.90, -1.33)
H (2.17, 3.17, -0.91)
H (2.45, 2.98, -2.48)
H (-0.15, -3.22, 1.93)
H (0.12, -1.73, 2.06)
H (-4.04, 1.75, -1.25)
H (-3.36, 1.82, -2.60)
H (-3.06, 2.20, 2.05)
H (-2.07, 1.60, 1.19)
H (-2.58, -1.02, -3.31)
H (-3.10, -1.06, -4.73)
H (-0.81, -2.24, 3.59)
H (-0.04, -3.45, 4.09)
H (-1.98, -4.68, -2.03)
H (-1.32, -3.28, -1.80)
H (-0.64, 5.31, 1.32)
H (-1.71, 4.24, 1.14)
H (-2.99, 1.45, 3.82)
H (-2.92, 2.90, 3.93)
H (0.14, 3.52, -0.39)
H (-0.56, 4.95, -0.36)
H (3.92, 0.04, 0.29)
H (3.97, -0.75, 1.55)
O (-0.20, -0.20, 0.26)
O (4.26, -3.51, 0.26)
O (3.81, -1.01, -2.27)
O (0.43, -2.17, -1.95)
O (2.85, 2.86, -1.63)
O (-0.56, -2.38, 1.85)
O (-4.05, 2.23, -2.08)
O (-2.18, 1.98, 2.11)
O (-3.39, -1.15, -3.80)
O (0.06, -2.64, 3.53)
O (-1.22, -4.17, -1.56)
O (-1.18, 4.68, 1.84)
O (-2.42, 2.10, 4.13)
O (0.04, 4.33, -0.87)
O (3.73, -0.83, 0.62)

Mulliken atomic charge list, values in e, 2 entries: 0.196 0.308

***

Which is the most stable structure? model P is the most stable.